Here is a structure of composition C45H27N10O4Ti from the OMol25 dataset. Energies are from ωB97M-V/def2-TZVPD.

- HOMO (alpha / beta) (eV) = -1.09 / -1.10

```
! RIJCOSX wB97M-V def2-TZVPD def2/J DEFGRID3
* xyz -2 2
Ti 0.43841 0.47895 -0.12110
C 4.17630 -5.12792 1.17808
C 4.86346 -4.69137 0.00918
C 4.41348 -3.60864 -0.70840
C 3.26065 -2.94144 -0.25693
C 2.52815 -1.83163 -0.75965
N 2.95686 -1.18388 -1.90876
C 2.25473 -0.28562 -2.46823
C 2.58153 0.33416 -3.77866
C 3.66896 0.18012 -4.62151
C 3.64344 0.83791 -5.84551
C 2.53611 1.60620 -6.22158
C 1.43936 1.73172 -5.37707
C 1.49142 1.09814 -4.14674
C 0.47925 0.95102 -3.06855
N -0.75156 1.28332 -3.18610
C -1.68178 0.74828 -2.30182
N -1.43596 0.08427 -1.15554
C -2.63855 -0.36489 -0.67248
N -2.88429 -0.98367 0.50970
C -2.18023 -1.11115 1.54704
N -0.78801 -0.64111 1.81541
C -0.30199 -1.88347 2.48110
N 0.63588 -2.63005 2.10380
C 1.49792 -2.47988 1.05737
N 1.46357 -1.56188 0.03349
C 2.58815 -3.36522 0.89714
C 3.05080 -4.48042 1.62677
C -1.41541 -2.36264 3.34787
C -1.45750 -3.19466 4.44301
C -2.71006 -3.59675 4.91700
C -3.87229 -3.19547 4.27135
C -3.81430 -2.37139 3.14352
C -2.57625 -1.94594 2.71295
C -3.68052 -0.00952 -1.56046
C -5.07322 -0.22978 -1.56421
C -5.81115 0.29097 -2.59874
C -5.19784 1.04036 -3.64290
C -3.84045 1.26005 -3.64530
C -3.07637 0.73255 -2.59087
N 1.03270 0.20992 -2.04856
H 4.55215 -5.98890 1.72108
H 5.75368 -5.22097 -0.31182
H 4.92677 -3.26358 -1.59902
H 4.50748 -0.43485 -4.31778
H 4.48391 0.74779 -6.52407
H 2.53255 2.09988 -7.18656
H 0.56465 2.30586 -5.65878
H 2.52378 -4.80883 2.51537
H -0.54248 -3.53856 4.90945
H -2.77558 -4.23833 5.78749
H -4.83406 -3.52910 4.64283
H -4.71108 -2.07765 2.60938
H -5.53941 -0.79694 -0.76602
H -6.88435 0.13244 -2.62313
H -5.81297 1.44442 -4.43979
H -3.36028 1.83182 -4.43152
O -2.16525 3.64622 0.14472
C -1.16376 2.96320 0.07564
O -0.92916 1.82069 0.63405
C 0.10530 3.46109 -0.62052
C 0.42567 4.76858 -0.94132
C 1.76011 5.05839 -1.18942
C 2.72795 4.07795 -1.01688
C 2.30385 2.80041 -0.69710
N 1.01877 2.51559 -0.61761
C 3.15737 1.69907 -0.04704
O 4.36897 1.80769 -0.00103
O 2.40193 0.82886 0.52784
H -0.35164 5.52049 -0.93633
H 2.05716 6.07160 -1.43564
H 3.78919 4.28204 -1.06708
C 1.73888 0.18610 3.32247
C 0.35987 0.75003 3.52001
C 0.01783 1.75652 4.37970
C -1.35850 2.05460 4.18963
C -1.85764 1.22233 3.22306
C -3.21421 1.35311 2.60281
N -0.81011 0.37977 2.86859
H 2.15394 -0.09200 4.29308
H 2.39008 0.93037 2.86385
H 1.79295 -0.68186 2.67873
H 0.71541 2.25164 5.04040
H -1.93405 2.84023 4.65850
H -3.68886 2.20541 3.09358
H -3.85722 0.48812 2.74416
H -3.15294 1.57962 1.53697
*
```

Here is the molecule C5H10O from the OMol25 dataset. Energies are from ωB97M-V/def2-TZVPD.

- HOMO (eV) = -8.09

```
! RIJCOSX wB97M-V def2-TZVPD def2/J DEFGRID3
* xyz 0 1
C 1.41997 -0.57403 1.17009
C 1.16694 -0.61856 -0.32967
C -0.20232 -0.86488 -0.94343
C -1.03252 0.15723 -0.75887
C -1.40002 0.74768 0.56684
O -1.60708 0.78974 -1.83870
H 2.50121 -0.61724 1.32682
H 1.06692 0.34990 1.64285
H 0.94897 -1.42200 1.67148
H 1.48263 0.35939 -0.74036
H -0.20987 -1.33498 -1.92736
H 1.81104 -1.34881 -0.80788
H -2.49209 0.82301 0.53457
H -0.99333 1.75052 0.74893
H -1.13722 0.09396 1.40021
H -1.32324 1.70908 -1.71552
*
```

Asked for relative energy (zero: lowest compared OMol25 entry of this formula, charge and spin) across the records above, the calculation gives 40.3, 49.6 kcal per mole in order.
Asked for DFT total energy across the records above, the calculation gives -93316.360, -7392.615 eV in order.
Asked for strongest force on any atom across the records above, the calculation gives 1.28, 0.85 eV Å⁻¹ in order.